i.
ORCA calculation (ωB97M-V/def2-TZVPD) on the molecule C26H31N3O4S.

Computed properties:
- SMILES string: O=C1CCc2cc(S(=O)(=O)N[C@@H](Cc3ccccc3)C(=O)NCCC3=CCCCC3)ccc2N1
- Charge: 0
- Kohn-Sham gap: 0.3381 Eh

Each atom is followed by the atoms it is bonded to, with distances in Å.
Atoms and positions in Å:
1 S 0.82 -0.95 -0.27  O2 1.445, O4 1.431, N6 1.658, C12 1.775
2 O 1.51 -0.92 -1.53  S1 1.445
3 O -7.14 -1.08 -0.58  C34 1.208
4 O 1.11 -2.04 0.63  S1 1.431
5 O 2.98 3.23 -0.04  C16 1.214
6 N 1.09 0.44 0.59  S1 1.658, C33 1.450, H61 1.008
7 N -5.01 -0.61 -1.14  C24 1.384, C34 1.369, H60 1.012
8 N 3.21 1.31 -1.21  C16 1.340, C28 1.446, H38 1.015
9 C -4.14 -1.63 1.30  C22 1.499, C30 1.526, H37 1.094, H44 1.090
10 C 4.65 -2.77 -0.33  C18 1.526, C25 1.524, H47 1.092, H63 1.092
11 C -3.32 2.49 -0.17  C29 1.384, C31 1.383, H45 1.080
12 C -0.93 -0.86 -0.57  S1 1.775, C14 1.382, C26 1.380
13 C 4.10 -1.85 1.92  C19 1.497, C25 1.526, H36 1.094, H55 1.095
14 C -1.78 -1.27 0.44  C12 1.382, C22 1.382, H57 1.078
15 C -1.11 2.48 0.79  C20 1.388, C31 1.390, C32 1.499
16 C 2.53 2.17 -0.44  O5 1.214, N8 1.340, C33 1.545
17 C -3.00 1.71 2.07  C20 1.384, C29 1.384, H41 1.081
18 C 5.42 -1.51 -0.72  C10 1.526, C27 1.503, H39 1.092, H64 1.096
19 C 4.49 -0.53 1.35  C13 1.497, C27 1.327, H43 1.085
20 C -1.65 1.95 1.96  C15 1.388, C17 1.384, H48 1.080
21 C 5.49 1.01 -0.31  C27 1.505, C28 1.538, H56 1.091, H59 1.093
22 C -3.15 -1.21 0.25  C9 1.499, C14 1.382, C24 1.402
23 C -2.77 -0.30 -1.96  C24 1.392, C26 1.382, H52 1.080
24 C -3.64 -0.71 -0.96  N7 1.384, C22 1.402, C23 1.392
25 C 4.79 -3.00 1.17  C10 1.524, C13 1.526, H42 1.093, H53 1.091
26 C -1.41 -0.39 -1.77  C12 1.380, C23 1.382, H51 1.078
27 C 5.09 -0.35 0.18  C18 1.503, C19 1.327, C21 1.505
28 C 4.62 1.48 -1.49  N8 1.446, C21 1.538, H54 1.093, H62 1.091
29 C -3.85 1.98 1.00  C11 1.384, C17 1.384, H49 1.080
30 C -5.39 -2.20 0.65  C9 1.526, C34 1.513, H40 1.094, H50 1.090
31 C -1.96 2.74 -0.27  C11 1.383, C15 1.390, H35 1.081
32 C 0.35 2.78 0.68  C15 1.499, C33 1.535, H46 1.090, H58 1.091
33 C 1.10 1.70 -0.12  N6 1.450, C16 1.545, C32 1.535, H65 1.095
34 C -5.96 -1.25 -0.38  O3 1.208, N7 1.369, C30 1.513
35 H -1.56 3.16 -1.19  C31 1.081
36 H 4.35 -1.88 2.98  C13 1.094
37 H -4.40 -0.75 1.90  C9 1.094
38 H 2.78 0.42 -1.44  N8 1.015
39 H 5.20 -1.25 -1.76  C18 1.092
40 H -5.15 -3.13 0.14  C30 1.094
41 H -3.40 1.32 2.99  C17 1.081
42 H 5.85 -3.03 1.44  C25 1.093
43 H 4.27 0.34 1.97  C19 1.085
44 H -3.69 -2.36 1.98  C9 1.090
45 H -3.97 2.71 -1.00  C11 1.080
46 H 0.81 2.84 1.67  C32 1.090
47 H 5.03 -3.63 -0.88  C10 1.092
48 H -0.99 1.74 2.79  C20 1.080
49 H -4.91 1.81 1.09  C29 1.080
50 H -6.16 -2.41 1.39  C30 1.090
51 H -0.71 -0.10 -2.54  C26 1.078
52 H -3.17 0.08 -2.89  C23 1.080
53 H 4.33 -3.95 1.46  C25 1.091
54 H 4.80 2.54 -1.67  C28 1.093
55 H 3.02 -1.98 1.83  C13 1.095
56 H 5.38 1.74 0.50  C21 1.091
57 H -1.36 -1.65 1.36  C14 1.078
58 H 0.51 3.73 0.18  C32 1.091
59 H 6.53 1.01 -0.64  C21 1.093
60 H -5.35 -0.07 -1.91  N7 1.012
61 H 1.80 0.35 1.30  N6 1.008
62 H 4.85 0.92 -2.40  C28 1.091
63 H 3.59 -2.64 -0.57  C10 1.092
64 H 6.50 -1.71 -0.66  C18 1.096
65 H 0.57 1.52 -1.07  C33 1.095

ii.
ORCA calculation (ωB97M-V/def2-TZVPD) on the molecule C26H31N3O4S.

Computed properties:
- SMILES string: C[C@H]1Cc2cc(S(=O)(=O)CCC(=O)N3CCN(c4ccccc4)CC3)ccc2N1C(=O)C1CC1
- Charge: 0
- Kohn-Sham gap: 0.3024 Eh

Each atom is followed by the atoms it is bonded to, with distances in Å.
Atoms and positions in Å:
1 S 0.12 3.10 -0.88  O2 1.441, O4 1.447, C13 1.843, C14 1.788
2 O -0.26 4.12 -1.82  S1 1.441
3 O 0.42 1.39 1.53  C25 1.222
4 O 1.29 2.32 -1.21  S1 1.447
5 O -6.10 0.65 0.59  C19 1.216
6 N 2.64 1.11 1.38  C18 1.446, C25 1.348, C32 1.453
7 N 4.22 -0.16 -0.62  C10 1.448, C22 1.446, C28 1.388
8 N -4.38 -0.65 -0.08  C19 1.370, C30 1.396, C34 1.468
9 C 1.70 3.39 1.31  C13 1.514, C25 1.526, H36 1.088, H46 1.093
10 C 4.34 1.26 -0.36  N7 1.448, C18 1.541, H35 1.095, H49 1.088
11 C -1.10 0.63 -0.79  C14 1.384, C29 1.375, H39 1.077
12 C -7.88 -1.62 -0.14  C16 1.512, C31 1.487, H51 1.080, H55 1.079
13 C 0.41 3.94 0.74  S1 1.843, C9 1.514, H58 1.086, H60 1.086
14 C -1.27 2.00 -0.65  S1 1.788, C11 1.384, C21 1.381
15 C -3.60 1.73 -0.12  C21 1.387, C30 1.387, H62 1.076
16 C -6.52 -1.67 0.51  C12 1.512, C19 1.493, C31 1.507, H47 1.079
17 C 5.15 -2.28 0.18  C20 1.382, C28 1.399, H64 1.079
18 C 3.99 1.55 1.11  N6 1.446, C10 1.541, H45 1.087, H63 1.097
19 C -5.66 -0.46 0.35  O5 1.216, N8 1.370, C16 1.493
20 C 6.23 -3.12 0.34  C17 1.382, C27 1.383, H42 1.081
21 C -2.50 2.55 -0.32  C14 1.381, C15 1.387, H41 1.079
22 C 2.87 -0.58 -0.34  N7 1.446, C32 1.538, H56 1.089, H61 1.095
23 C -4.39 -2.30 -1.90  C34 1.529, H38 1.087, H40 1.087, H53 1.088
24 C 7.67 -1.47 -0.60  C26 1.379, C27 1.385, H54 1.081
25 C 1.53 1.88 1.40  O3 1.222, N6 1.348, C9 1.526
26 C 6.59 -0.62 -0.77  C24 1.379, C28 1.401, H44 1.079
27 C 7.50 -2.72 -0.04  C20 1.383, C24 1.385, H57 1.079
28 C 5.30 -1.00 -0.38  N7 1.388, C17 1.399, C26 1.401
29 C -2.19 -0.18 -0.58  C11 1.375, C30 1.399, C33 1.497
30 C -3.44 0.36 -0.24  N8 1.396, C15 1.387, C29 1.399
31 C -7.77 -1.50 1.34  C12 1.487, C16 1.507, H43 1.079, H50 1.079
32 C 2.48 -0.32 1.12  N6 1.453, C22 1.538, H37 1.090, H52 1.094
33 C -2.29 -1.67 -0.63  C29 1.497, C34 1.540, H48 1.090, H65 1.092
34 C -3.81 -1.93 -0.54  N8 1.468, C23 1.529, C33 1.540, H59 1.094
35 H 3.63 1.78 -1.00  C10 1.095
36 H 2.51 3.65 0.64  C9 1.088
37 H 1.44 -0.58 1.31  C32 1.090
38 H -3.97 -3.25 -2.23  C23 1.087
39 H -0.13 0.24 -1.05  C11 1.077
40 H -5.47 -2.39 -1.85  C23 1.087
41 H -2.58 3.62 -0.25  C21 1.079
42 H 6.08 -4.10 0.78  C20 1.081
43 H -7.93 -0.52 1.77  C31 1.079
44 H 6.75 0.33 -1.24  C26 1.079
45 H 4.11 2.60 1.35  C18 1.087
46 H 1.89 3.80 2.30  C9 1.093
47 H -6.03 -2.63 0.56  C16 1.079
48 H -1.87 -2.09 -1.54  C33 1.090
49 H 5.35 1.61 -0.57  C10 1.088
50 H -8.08 -2.33 1.96  C31 1.079
51 H -8.27 -2.54 -0.57  C12 1.080
52 H 3.13 -0.87 1.81  C32 1.094
53 H -4.14 -1.54 -2.63  C23 1.088
54 H 8.65 -1.14 -0.92  C24 1.081
55 H -8.12 -0.73 -0.70  C12 1.079
56 H 2.74 -1.63 -0.60  C22 1.089
57 H 8.35 -3.38 0.09  C27 1.079
58 H 0.45 5.00 0.52  C13 1.086
59 H -4.02 -2.71 0.19  C34 1.094
60 H -0.45 3.70 1.36  C13 1.086
61 H 2.21 0.02 -0.98  C22 1.095
62 H -4.56 2.15 0.14  C15 1.076
63 H 4.66 0.96 1.76  C18 1.097
64 H 4.18 -2.63 0.50  C17 1.079
65 H -1.76 -2.11 0.22  C33 1.092

The structure with the least stability is ii.